Entry 1:
A molecular structure, C33H29NO3Sm, computed with ωB97M-V with the def2-TZVPD basis set.

Spin multiplicity: 6
Total charge: +1
LUMO (alpha / beta) in eV: -2.85 / -2.75
M in g mol⁻¹: 638.0
HOMO level (alpha / beta) in Eh: -0.41416 / -0.41422

Geometry (Å):
Sm: -0.532 -0.175 -1.152
O: -2.217 -1.457 -0.895
C: -2.474 -1.385 0.496
C: -1.530 -2.380 1.237
C: -0.043 -2.087 1.364
C: 0.640 -2.296 2.555
C: 2.007 -2.063 2.593
C: 2.679 -1.624 1.461
C: 1.954 -1.425 0.294
C: 2.633 -0.983 -1.003
C: 2.283 0.409 -1.641
O: 1.097 0.279 -2.413
C: 2.088 1.456 -0.524
C: 0.968 2.282 -0.427
C: 0.835 3.221 0.596
C: 1.819 3.340 1.555
C: 2.942 2.520 1.481
C: 3.071 1.597 0.463
C: 3.406 0.897 -2.566
C: 4.757 0.714 -2.288
C: 5.733 1.236 -3.123
C: 5.372 1.958 -4.249
C: 4.028 2.149 -4.532
C: 3.054 1.623 -3.699
N: 0.633 -1.668 0.281
C: -3.929 -1.782 0.767
C: -4.728 -2.255 -0.263
C: -6.046 -2.616 -0.014
C: -6.575 -2.511 1.260
C: -5.779 -2.039 2.296
C: -4.467 -1.676 2.048
C: -2.324 0.083 1.008
C: -2.834 1.135 0.227
C: -2.858 2.437 0.706
C: -2.365 2.716 1.975
C: -1.834 1.694 2.744
C: -1.811 0.389 2.267
H: -1.632 -3.319 0.685
H: -1.930 -2.578 2.233
H: 0.112 -2.640 3.433
H: 2.553 -2.222 3.514
H: 3.744 -1.444 1.481
H: 2.421 -1.732 -1.770
H: 3.702 -1.047 -0.807
H: 0.208 2.281 -1.213
H: -0.039 3.856 0.620
H: 1.730 4.070 2.348
H: 3.726 2.612 2.220
H: 3.966 0.992 0.416
H: 5.082 0.159 -1.418
H: 6.777 1.075 -2.891
H: 6.130 2.367 -4.903
H: 3.738 2.709 -5.411
H: 2.008 1.765 -3.929
H: -4.320 -2.338 -1.259
H: -6.660 -2.983 -0.825
H: -7.603 -2.791 1.448
H: -6.183 -1.950 3.295
H: -3.864 -1.295 2.864
H: -3.266 0.898 -0.743
H: -3.278 3.228 0.098
H: -2.397 3.726 2.358
H: -1.442 1.906 3.730
H: -1.407 -0.390 2.899
O: -0.375 -2.053 -2.808
H: -0.007 -1.952 -3.692
H: -1.151 -2.623 -2.857

Entry 2:
A molecular structure, C9H17HgO11S2 in a non-equilibrium geometry, computed with ωB97M-V with the def2-TZVPD basis set.

Total charge: +1
LUMO in eV: -8.28
M in g mol⁻¹: 565.9
HOMO level in Eh: -0.49572

Geometry (Å):
Hg: 0.892 0.995 -3.338
C: 2.418 -1.831 -1.676
O: 1.444 -0.807 -1.943
H: 3.109 -2.018 -2.498
H: 2.980 -1.553 -0.784
H: 1.932 -2.796 -1.535
C: 3.501 2.391 -0.066
C: 2.684 1.464 0.829
O: 2.151 2.296 1.797
S: 3.276 3.408 2.292
O: 4.004 2.865 3.426
O: 2.577 4.657 2.377
O: 4.166 3.286 0.917
H: 2.858 2.890 -0.792
H: 4.183 1.739 -0.611
H: 3.281 0.645 1.229
H: 1.878 1.051 0.223
C: -0.670 -1.319 0.742
C: 0.545 -1.521 1.686
O: 0.291 -0.512 2.678
S: -1.300 -0.287 2.996
O: -1.561 1.092 3.352
O: -1.867 -1.272 3.865
O: -1.724 -0.574 1.460
H: -1.127 -2.249 0.404
H: -0.470 -0.711 -0.140
H: 1.498 -1.358 1.182
H: 0.601 -2.438 2.272
O: -1.214 0.054 -2.918
C: -2.296 -0.242 -2.343
O: -2.919 0.758 -1.688
C: -4.159 0.343 -1.184
C: -4.050 -1.160 -1.134
C: -3.003 -1.522 -2.238
H: -4.858 0.562 -1.991
H: -4.466 0.850 -0.270
H: -5.026 -1.590 -1.360
H: -3.773 -1.463 -0.124
H: -3.442 -1.804 -3.194
H: -2.344 -2.321 -1.897

Entry 3:
2 unconnected molecules or ions with the total composition C2H6F2O in a non-equilibrium geometry, computed with ωB97M-V with the def2-TZVPD basis set.

LUMO in eV: 0.92
M in g mol⁻¹: 84.1
Structure (SMILES): FCCF.O
HOMO level in Eh: -0.40845
Energy above the lowest of the compared OMol25 structures with the same formula, charge and spin in kcal/mol: 15.63

Geometry (Å):
F: 1.069 -0.417 1.320
C: 0.841 -1.286 0.255
C: -0.571 -1.141 -0.342
F: -0.724 0.106 -0.694
H: 1.680 -1.164 -0.458
H: 0.925 -2.295 0.702
H: -0.643 -1.661 -1.317
H: -1.422 -1.474 0.281
O: -0.015 3.228 0.186
H: -0.819 3.787 0.090
H: -0.321 2.317 -0.025

Entry 4:
2 unconnected molecules or ions with the total composition C3H7ClO2 in a non-equilibrium geometry, computed with ωB97M-V with the def2-TZVPD basis set.

LUMO in eV: 0.05
M in g mol⁻¹: 110.5
Structure (SMILES): C=C(C)O.OCl
HOMO level in Eh: -0.34363
Energy above the lowest of the compared OMol25 structures with the same formula, charge and spin in kcal/mol: 83.70

Geometry (Å):
C: -1.487 -0.154 -0.857
C: -0.233 -0.022 -0.482
C: 0.349 -0.722 0.802
O: 0.756 0.372 -1.279
H: -2.258 -0.461 -0.115
H: -1.901 0.252 -1.819
H: 0.598 -1.777 0.399
H: -0.350 -0.610 1.703
H: 1.312 -0.143 1.096
H: 0.313 0.509 -2.197
O: 2.583 -1.805 -1.719
Cl: 1.459 -3.037 -1.265
H: 2.005 -0.894 -1.736

Entry 5:
A gas-phase ion, C3H7N2O (charge +1) in a non-equilibrium geometry, computed with ωB97M-V with the def2-TZVPD basis set.

Total charge: +1
LUMO in eV: -4.98
M in g mol⁻¹: 87.1
Structure (SMILES): C=N[C@H](O)[NH+]=C
HOMO level in Eh: -0.54012
Energy above the lowest of the compared OMol25 structures with the same formula, charge and spin in kcal/mol: 73.26

Geometry (Å):
C: -0.855 1.832 0.815
N: -0.367 0.906 0.172
C: -0.150 -0.448 0.636
O: 0.868 -0.843 1.500
N: 0.235 -1.216 -0.526
C: 0.275 -0.808 -1.736
H: -1.206 1.668 1.776
H: -0.808 2.829 0.261
H: -1.095 -0.927 1.065
H: 1.308 -0.111 1.900
H: 0.607 -2.005 -0.145
H: -0.245 0.176 -1.847
H: 0.861 -1.394 -2.528

Entry 6:
9 unconnected molecules or ions with the total composition C3H24O9 in a non-equilibrium geometry, computed with ωB97M-V with the def2-TZVPD basis set.

LUMO in eV: 0.34
M in g mol⁻¹: 204.2
Structure (SMILES): CO.CO.CO.O.O.O.O.O.O
HOMO level in Eh: -0.39275
Energy above the lowest of the compared OMol25 structures with the same formula, charge and spin in kcal/mol: 41.06

Geometry (Å):
C: 4.074 1.313 -1.888
O: 2.930 0.581 -1.483
H: 4.959 0.955 -1.297
H: 4.253 1.099 -2.908
H: 4.023 2.374 -1.598
H: 2.782 0.944 -0.587
C: -1.035 -2.696 -0.129
O: -1.301 -1.470 0.635
H: -1.269 -3.468 0.621
H: -1.629 -2.836 -1.038
H: -0.005 -2.876 -0.405
H: -1.368 -0.721 0.032
C: -1.152 2.841 0.598
O: -0.180 1.889 -0.004
H: -1.016 2.947 1.649
H: -0.986 3.826 0.162
H: -2.124 2.485 0.420
H: 0.661 2.007 0.467
O: 3.126 -1.599 0.204
H: 2.768 -2.441 0.001
H: 3.129 -1.050 -0.613
O: -1.593 0.871 -2.187
H: -0.910 1.242 -1.593
H: -1.175 0.570 -3.002
O: -4.238 -2.870 0.957
H: -3.484 -2.238 1.111
H: -4.631 -3.038 1.831
O: 2.436 1.658 1.300
H: 3.069 1.914 1.987
H: 2.162 0.770 1.648
O: -5.357 -0.134 -0.054
H: -4.674 0.434 0.326
H: -4.977 -1.017 -0.119
O: 1.078 -0.713 1.957
H: 0.169 -0.433 1.775
H: 1.483 -1.120 1.225

Please write out number 4 again, unchanged.
2 unconnected molecules or ions with the total composition C3H7ClO2 in a non-equilibrium geometry, computed with ωB97M-V with the def2-TZVPD basis set.

LUMO in eV: 0.05
M in g mol⁻¹: 110.5
Structure (SMILES): C=C(C)O.OCl
HOMO level in Eh: -0.34363
Energy above the lowest of the compared OMol25 structures with the same formula, charge and spin in kcal/mol: 83.70

Geometry (Å):
C: -1.487 -0.154 -0.857
C: -0.233 -0.022 -0.482
C: 0.349 -0.722 0.802
O: 0.756 0.372 -1.279
H: -2.258 -0.461 -0.115
H: -1.901 0.252 -1.819
H: 0.598 -1.777 0.399
H: -0.350 -0.610 1.703
H: 1.312 -0.143 1.096
H: 0.313 0.509 -2.197
O: 2.583 -1.805 -1.719
Cl: 1.459 -3.037 -1.265
H: 2.005 -0.894 -1.736